{
  "formula": "C28H99N7O18",
  "method": "ωB97M-V/def2-TZVPD",
  "species": ["C", "C", "C", "O", "C", "N", "H", "H", "H", "H", "H", "H", "H", "H", "H", "H", "H", "C", "C", "C", "O", "C", "N", "H", "H", "H", "H", "H", "H", "H", "H", "H", "H", "H", "C", "C", "C", "O", "C", "N", "H", "H", "H", "H", "H", "H", "H", "H", "H", "H", "H", "C", "C", "C", "O", "C", "N", "H", "H", "H", "H", "H", "H", "H", "H", "H", "H", "H", "C", "C", "C", "O", "C", "N", "H", "H", "H", "H", "H", "H", "H", "H", "H", "H", "H", "C", "C", "C", "O", "C", "N", "H", "H", "H", "H", "H", "H", "H", "H", "H", "H", "H", "C", "C", "C", "O", "C", "N", "H", "H", "H", "H", "H", "H", "H", "H", "H", "H", "H", "O", "H", "H", "O", "H", "H", "O", "H", "H", "O", "H", "H", "O", "H", "H", "O", "H", "H", "O", "H", "H", "O", "H", "H", "O", "H", "H", "O", "H", "H", "O", "H", "H"],
  "xyz": [[0.2492, -1.1176, -0.3114], [-0.9101, -1.2121, -1.3509], [-1.8499, 0.0111, -1.2737], [-1.2919, 1.2290, -1.6855], [-2.0188, 2.3942, -1.2185], [-0.4635, -1.2900, -2.6931], [0.8649, -1.9887, -0.5356], [-0.0213, -1.2753, 0.7326], [0.8111, -0.1854, -0.3703], [-1.4757, -2.0416, -0.9266], [-2.1328, 0.1822, -0.2350], [-2.7862, -0.2263, -1.7787], [-1.5237, 3.2192, -1.7307], [-1.9751, 2.5296, -0.1378], [-3.0563, 2.4172, -1.5519], [-1.2087, -1.1491, -3.3601], [0.0597, -0.4511, -2.8994], [-1.1874, 8.8569, -7.0881], [-1.6477, 8.2137, -5.6992], [-1.6420, 9.1586, -4.5058], [-0.3783, 9.6889, -4.2574], [0.7195, 8.8392, -3.8203], [-2.9213, 7.5100, -5.9544], [-1.6848, 9.8259, -7.0457], [-1.5167, 8.3397, -7.9893], [-0.1281, 9.0277, -7.2797], [-0.9138, 7.4335, -5.4974], [-2.1668, 8.7797, -3.6288], [-2.2352, 10.0460, -4.7263], [1.4578, 9.3870, -3.2346], [1.1880, 8.2103, -4.5772], [0.4008, 8.1022, -3.0832], [-3.5006, 8.1485, -6.4807], [-3.2935, 7.4456, -5.0177], [-1.2364, 5.8503, 4.9376], [-1.3560, 5.5735, 6.4571], [-1.2105, 4.1212, 6.8058], [-1.2197, 3.8271, 8.2177], [-0.1120, 3.1875, 8.7781], [-0.2697, 6.2944, 7.1960], [-0.4530, 5.3130, 4.4031], [-1.1890, 6.9282, 4.7824], [-2.2130, 5.5446, 4.5622], [-2.3087, 5.9947, 6.7779], [-0.2775, 3.7623, 6.3714], [-2.0205, 3.5593, 6.3407], [-0.1415, 2.1232, 8.5450], [-0.1254, 3.4034, 9.8465], [0.7873, 3.6623, 8.3859], [-0.2992, 7.2959, 7.0686], [-0.1107, 5.9589, 8.1353], [7.1177, 7.5442, 0.6444], [7.2159, 6.0399, 1.1438], [6.3733, 5.0647, 0.3598], [6.3423, 3.6825, 0.7797], [5.8229, 3.4904, 2.0375], [8.5827, 5.5720, 1.2741], [7.5455, 8.2843, 1.3206], [6.0703, 7.8418, 0.5956], [7.6168, 7.6434, -0.3196], [6.7559, 6.1476, 2.1261], [6.7590, 5.1627, -0.6550], [5.3643, 5.4683, 0.4438], [5.1808, 4.2518, 2.4803], [6.7248, 3.2171, 2.5852], [5.2210, 2.5986, 1.8629], [9.0552, 6.1239, 1.9757], [8.6507, 4.6304, 1.6331], [-7.8148, -4.4989, -2.1377], [-6.5793, -5.1571, -1.4976], [-6.8107, -6.1490, -0.3692], [-7.4628, -5.4734, 0.6460], [-7.3381, -6.3123, 1.7987], [-5.8565, -5.8449, -2.6383], [-8.4162, -5.1947, -2.7228], [-7.6154, -3.7034, -2.8556], [-8.4815, -4.1183, -1.3639], [-5.9185, -4.3285, -1.2429], [-5.8109, -6.4137, -0.0252], [-7.3982, -6.9983, -0.7180], [-6.3589, -6.4605, 2.2539], [-7.7244, -7.3216, 1.6568], [-7.9190, -5.8870, 2.6172], [-6.5716, -6.4380, -3.0345], [-5.2183, -6.5639, -2.3290], [8.1719, -5.3399, 1.4094], [8.4223, -3.8546, 1.0094], [7.2174, -3.2775, 0.2662], [7.4007, -3.3458, -1.1428], [6.4582, -2.5140, -1.8054], [8.5447, -3.1675, 2.2468], [7.2679, -5.5210, 1.9909], [9.0652, -5.6321, 1.9615], [7.9996, -5.9174, 0.5011], [9.4090, -3.7445, 0.5595], [6.9673, -2.2659, 0.5861], [6.3076, -3.8260, 0.5102], [6.5455, -2.8506, -2.8385], [6.6180, -1.4358, -1.8100], [5.4216, -2.7354, -1.5516], [9.4223, -3.5309, 2.5903], [8.8097, -2.2268, 1.9918], [-0.0915, -8.5873, 2.1800], [0.9876, -9.0581, 3.0437], [0.9617, -10.6145, 2.9416], [1.8887, -11.3923, 3.8079], [1.5057, -11.6204, 5.0712], [2.2717, -8.5656, 2.4849], [-1.1169, -8.7855, 2.4921], [0.0218, -9.0242, 1.1879], [-0.0741, -7.4977, 2.1567], [0.8553, -8.8931, 4.1130], [0.9951, -10.9543, 1.9065], [-0.0394, -11.0336, 3.0418], [2.4041, -11.8178, 5.6559], [0.7853, -12.4371, 5.0253], [1.0524, -10.6993, 5.4375], [3.0117, -9.1914, 2.7695], [2.3159, -7.6002, 2.7782], [-2.1634, -1.1734, 4.5264], [-2.9236, -1.5049, 5.0043], [-1.6879, -0.6457, 5.1681], [-4.5366, 2.7174, -6.4973], [-5.1703, 2.9688, -5.8254], [-4.1248, 3.5410, -6.7588], [0.4881, -6.1388, -3.9240], [-0.3146, -6.5990, -3.6788], [0.3527, -5.2414, -3.6199], [-5.4242, -2.9697, -7.0649], [-5.2517, -3.5648, -6.3353], [-4.6419, -2.4206, -7.1170], [2.2181, 2.9848, -3.4241], [2.0157, 3.2935, -4.3073], [1.3784, 2.6841, -3.0766], [-8.1141, 3.7794, 0.9613], [-9.0695, 3.7223, 0.9469], [-7.8203, 2.8705, 1.0222], [-7.5760, 3.4100, -3.5682], [-7.3510, 4.0872, -2.9302], [-8.4967, 3.5711, -3.7746], [-6.6279, -0.2284, 1.7516], [-6.1528, -0.7598, 2.3906], [-6.0154, -0.1241, 1.0235], [1.7046, 1.1780, -7.7111], [2.3413, 0.4644, -7.7525], [2.2111, 1.9638, -7.9166], [-2.3135, -0.4604, -7.4488], [-2.8643, 0.3099, -7.3093], [-1.4473, -0.1036, -7.6455], [1.7729, -2.7676, 5.9541], [1.4129, -3.4794, 6.4832], [1.2378, -2.7642, 5.1604]],
  "forces_ev_per_angstrom": [[0.069, -0.449, -0.883], [-0.515, 2.368, 2.217], [-0.661, -0.228, 1.994], [-0.064, 0.782, -0.237], [0.810, -0.520, -1.050], [1.041, -0.764, -1.389], [0.539, 0.250, -0.100], [-0.651, 0.237, -0.111], [0.128, -0.106, -0.208], [-0.346, -0.423, -0.963], [-0.208, -0.351, 0.511], [-0.139, 0.109, -0.568], [0.011, 0.125, 0.285], [0.120, -0.216, 0.089], [-0.160, -0.374, 0.009], [-0.628, -0.552, 0.067], [0.684, 0.105, 0.297], [-0.658, 0.580, 1.262], [1.308, -1.088, -2.160], [-0.317, 0.641, -0.974], [2.098, -0.097, 0.697], [-1.225, -0.570, 0.653], [0.760, 0.658, 0.706], [0.122, 0.324, -0.553], [-0.435, -0.405, 0.413], [0.090, -0.005, 0.738], [0.077, -0.191, 0.279], [0.369, -0.782, 0.356], [-0.151, 0.182, -0.367], [-0.085, 0.631, -0.668], [0.019, 0.562, -0.545], [-0.656, -0.141, 0.155], [-0.440, 0.055, 0.003], [-0.885, -0.385, 0.009], [-1.071, -0.345, 0.953], [1.725, 1.597, 0.857], [0.074, -1.070, 0.298], [-1.263, 1.115, -0.668], [0.306, 0.567, -0.462], [-0.058, -0.726, -1.232], [0.125, 0.134, 0.267], [0.292, -0.057, -0.087], [0.041, -0.095, -0.542], [-0.386, -0.350, 0.039], [0.223, -0.020, -0.040], [-0.143, -0.135, -0.016], [0.284, -0.167, 0.251], [-0.140, -0.394, 0.030], [0.415, -0.322, -0.076], [-0.039, -0.158, 0.434], [-0.382, 0.418, -0.013], [0.101, -1.387, -0.272], [-0.037, 1.171, 1.594], [-0.112, 0.297, -0.255], [0.794, 2.769, -2.592], [0.157, -1.839, 0.311], [0.560, 0.391, -0.158], [0.396, -0.438, 0.261], [-0.104, -0.200, -0.363], [-0.175, 0.121, -0.126], [-0.201, -0.343, 0.542], [-0.360, -0.743, -0.258], [-0.332, -0.086, -0.441], [0.326, 0.360, -0.115], [-0.564, 0.135, 1.311], [-0.246, -0.209, 0.851], [0.190, 0.285, -0.064], [-0.390, -0.293, -0.224], [-0.570, -0.372, 0.476], [0.677, -0.048, -2.525], [0.466, 1.695, -1.321], [0.129, -1.047, 2.142], [-1.174, 0.425, 1.143], [-0.887, -0.028, 0.409], [0.026, -0.479, 0.119], [0.548, 0.082, 0.306], [0.068, 0.161, 0.040], [0.024, -0.181, 0.763], [0.118, -0.640, -0.031], [0.090, -0.344, -0.053], [0.668, 0.441, -0.707], [-0.213, -0.079, -0.487], [-0.243, 0.221, -0.207], [-0.329, 0.007, -0.657], [0.617, 0.199, 0.575], [0.305, 0.585, -1.214], [-1.436, -1.596, 0.154], [0.186, -0.251, -0.654], [-0.307, 1.034, 0.582], [0.068, -1.225, -1.461], [0.494, 1.172, 1.367], [0.131, 0.594, 0.333], [-0.170, -0.619, -0.065], [0.549, -0.310, -0.034], [-0.442, -0.339, -1.367], [0.516, 0.432, -0.017], [-0.071, -0.411, 0.232], [-0.060, 0.284, -0.220], [0.391, 0.045, 0.604], [-0.086, 0.004, 0.530], [0.096, -0.031, 0.938], [-0.170, 0.637, 0.290], [-1.714, 1.219, -0.584], [1.625, -3.120, 0.253], [-0.015, -1.195, 0.656], [0.847, 1.921, -5.051], [-1.033, 0.425, 1.235], [-1.650, -0.451, 0.306], [0.054, -0.460, 0.419], [0.117, 0.372, -0.130], [0.196, 0.138, -0.540], [-0.083, 0.715, 0.133], [1.614, 0.195, -0.271], [-0.572, 0.419, 1.286], [-0.231, -0.363, 0.176], [-0.170, -0.250, 0.947], [-0.370, -0.112, 0.792], [0.371, 0.605, 0.336], [1.019, -0.056, 0.038], [0.056, -0.082, -0.256], [-0.200, -0.101, 0.111], [0.167, 0.172, 0.153], [0.151, -0.254, -0.122], [-0.261, -0.011, 0.228], [0.133, 0.235, -0.096], [0.175, -0.131, -0.089], [-0.182, -0.140, 0.031], [0.008, 0.311, 0.054], [-0.250, -0.016, -0.109], [0.018, -0.174, 0.196], [0.287, 0.210, -0.085], [0.224, 0.071, 0.117], [-0.028, 0.039, -0.243], [-0.246, -0.153, 0.143], [0.136, 0.256, -0.082], [-0.238, 0.005, 0.015], [0.117, -0.297, 0.066], [0.217, -0.145, -0.149], [0.072, 0.153, 0.235], [-0.239, -0.011, -0.088], [-0.237, 0.172, 0.003], [0.085, -0.133, 0.183], [0.148, 0.006, -0.224], [-0.278, 0.014, 0.062], [0.139, -0.234, 0.020], [0.095, 0.212, -0.074], [-0.113, -0.301, 0.048], [-0.253, 0.285, 0.078], [0.291, 0.058, -0.059], [0.146, 0.157, 0.077], [-0.052, -0.178, 0.165], [-0.129, 0.035, -0.251]],
  "lowdin_charge": [-0.054, -0.435, -0.245, -0.199, -0.077, 0.045, 0.070, 0.069, 0.074, 0.131, 0.110, 0.120, 0.082, 0.086, 0.083, 0.077, 0.072, -0.039, -0.418, -0.240, -0.176, -0.079, 0.031, 0.069, 0.067, 0.067, 0.115, 0.120, 0.126, 0.084, 0.078, 0.079, 0.063, 0.056, -0.059, -0.420, -0.200, -0.204, -0.123, 0.034, 0.077, 0.072, 0.072, 0.129, 0.123, 0.124, 0.086, 0.090, 0.082, 0.063, 0.056, -0.047, -0.461, -0.190, -0.185, -0.142, 0.044, 0.067, 0.069, 0.072, 0.113, 0.131, 0.121, 0.094, 0.090, 0.090, 0.070, 0.064, -0.062, -0.396, -0.258, -0.155, -0.116, 0.021, 0.072, 0.077, 0.073, 0.131, 0.123, 0.135, 0.084, 0.086, 0.085, 0.050, 0.052, -0.058, -0.446, -0.204, -0.176, -0.121, 0.006, 0.076, 0.069, 0.076, 0.139, 0.116, 0.123, 0.085, 0.087, 0.085, 0.070, 0.073, -0.102, -0.454, -0.151, -0.198, -0.170, 0.052, 0.082, 0.090, 0.081, 0.126, 0.121, 0.116, 0.096, 0.091, 0.080, 0.070, 0.070, -0.055, 0.028, 0.028, -0.049, 0.023, 0.028, -0.054, 0.026, 0.025, -0.055, 0.026, 0.018, -0.049, 0.027, 0.017, -0.055, 0.029, 0.023, -0.053, 0.027, 0.030, -0.051, 0.028, 0.026, -0.053, 0.031, 0.027, -0.051, 0.019, 0.025, -0.054, 0.028, 0.025],
  "e_above_lowest_kcal_mol": 103.6,
  "e_tot_ha": -2863.46429
}